# C43H38BrN4OP2PdS

A structure of composition C43H38BrN4OP2PdS (ωB97M-V with the def2-TZVPD basis set, OMol25).

Calculated values
ΔE to the lowest compared entry with this formula, charge and spin   43.9 kJ/mol
Net charge   -1
M   907.14 g mol⁻¹
F_max   0.7 eV/Å
Calculated total energy   -5738.473294 hartree
Highest occupied orbital energy   -4.050 eV
Frontier orbital gap   6.27 eV

Cartesian coordinates (Å):
Pd -0.033125 0.609162 -1.099223
C 2.401037 -4.639059 -7.056390
S 0.892459 -3.739061 -7.451619
C 1.186994 -2.277877 -6.430565
C 1.278062 -2.556722 -4.931121
C 0.769180 -1.365450 -4.123481
N 0.931042 -1.501146 -2.670492
P -0.283328 -2.068322 -1.584289
C -0.865447 -3.509288 -2.601978
C -1.948784 -3.495676 -3.473098
C -2.249382 -4.607124 -4.250941
C -1.476443 -5.754186 -4.157381
C -0.409527 -5.792413 -3.267793
C -0.114892 -4.680692 -2.495938
C -1.787581 -1.023820 -1.670086
C -2.113805 -0.041969 -2.613805
C -3.342954 0.614534 -2.555503
C -4.249982 0.320244 -1.556745
C -3.933015 -0.642686 -0.601376
C -2.720246 -1.298673 -0.655594
P 2.220352 -0.786541 -1.764035
C 3.590924 -1.173001 -2.963879
C 4.156214 -2.446129 -2.878399
C 5.145356 -2.852833 -3.758179
C 5.600575 -1.980153 -4.740092
C 5.068737 -0.702036 -4.819482
C 4.075714 -0.301783 -3.932866
C 2.163074 1.033067 -1.921114
C 3.025432 1.724321 -1.046742
C 3.111998 3.098267 -1.068034
C 2.321743 3.837479 -1.950716
C 1.458137 3.186021 -2.804114
C 1.369479 1.789293 -2.797840
H 2.386789 -5.576845 -7.609557
H 2.454227 -4.866763 -5.992361
H 3.284550 -4.070567 -7.348118
H 0.371082 -1.586484 -6.657416
H 2.105097 -1.803571 -6.787634
H 2.316494 -2.738254 -4.655839
H 0.710951 -3.454073 -4.682550
H -0.284825 -1.202277 -4.363777
H 1.307673 -0.471916 -4.452622
H -2.559524 -2.604045 -3.557005
H -3.085234 -4.572327 -4.938629
H -1.705405 -6.616860 -4.770177
H 0.192607 -6.688477 -3.178444
H 0.723665 -4.708594 -1.808013
H -1.434070 0.193201 -3.422454
H -3.574625 1.372896 -3.293462
H -5.196956 0.842634 -1.509737
H -4.629736 -0.866663 0.196296
H -2.466444 -2.025043 0.108669
H 3.798995 -3.130527 -2.115901
H 5.564526 -3.848455 -3.679367
H 6.374624 -2.292330 -5.429960
H 5.426507 -0.011836 -5.573759
H 3.668631 0.700877 -4.003036
H 3.611399 1.158404 -0.330915
H 3.779498 3.606003 -0.383537
H 2.380140 4.918375 -1.957303
H 0.829085 3.753798 -3.478742
H 0.731220 1.303167 -3.525556
Br 1.825673 6.344291 7.823295
C 0.430659 6.319953 6.534609
C 0.748679 6.377644 5.184924
C -0.262823 6.352632 4.243694
C -1.596191 6.276197 4.645168
C -1.895641 6.252671 6.002701
C -0.885757 6.257118 6.953802
N -2.677203 6.449456 3.724978
N -2.791411 5.767749 2.677773
C -2.065360 4.627723 2.373216
C -1.498527 3.735421 3.293580
C -0.881556 2.570691 2.915808
C -0.757261 2.176251 1.547528
O -0.191814 1.119738 1.204799
C -1.378047 3.091465 0.568515
N -1.288246 2.738881 -0.730575
C -1.852010 3.494105 -1.639826
C -2.562509 4.662487 -1.324420
C -2.649736 5.048551 -0.016022
C -2.042693 4.262592 0.988831
H 1.782437 6.435051 4.873114
H -0.020047 6.378844 3.189656
H -2.934014 6.232107 6.307018
H -1.122657 6.223739 8.008439
H -1.586617 3.946103 4.351452
H -0.485041 1.886302 3.654363
H -1.741320 3.173413 -2.672176
H -3.025888 5.243348 -2.112112
H -3.178116 5.946176 0.274185

Forces on atoms 1 to 6 (eV/Å):
-0.1 0.6 0.3
0.0 -0.1 0.0
0.0 0.0 0.0
0.1 0.1 0.0
0.0 0.0 0.0
0.1 0.0 0.1

***

# C5H40NO14S

A cluster of 15 separate species, C5H40NO14S in total at a distorted geometry (ωB97M-V with the def2-TZVPD basis set, OMol25).

Calculated values
ΔE to the lowest compared entry with this formula, charge and spin   73.9 kJ/mol
Net charge   -1
M   370.44 g mol⁻¹
F_max   3.1 eV/Å
Calculated total energy   -1720.859466 hartree
Highest occupied orbital energy   -4.274 eV
Frontier orbital gap   6.49 eV

Cartesian coordinates (Å):
C 0.072148 1.825943 1.449341
N -0.748462 0.664877 1.034612
C -0.754856 0.455002 -0.476338
C -1.951554 -0.355637 -0.910225
S -2.090168 -0.401250 -2.750060
C 0.542972 -0.340892 -0.818040
C -0.151268 2.029631 2.938563
H 1.148717 1.705529 1.244020
H -0.286616 2.638288 0.806266
H -0.344551 -0.163810 1.468414
H -0.726327 1.449573 -0.923118
H -1.742015 -1.433074 -0.624782
H -2.934842 0.038285 -0.586372
H 1.033855 -0.090732 -1.798870
H 0.341898 -1.396603 -0.691908
H 1.402227 -0.101344 -0.131127
H -0.230729 1.233277 3.678221
H 0.623317 2.697590 3.376517
H -1.005036 2.712580 3.090365
H 2.717651 -3.258720 1.110776
H 3.894096 -3.243609 0.109567
O 3.331858 -3.836077 0.631502
H -2.080855 -2.871210 3.246136
H -2.203887 -1.374149 3.069877
O -1.587798 -2.060359 3.405818
H 0.539937 -1.997594 2.759532
H 0.272310 -2.183186 1.212978
O 0.805695 -1.697723 1.880313
H 3.218058 -1.263012 1.916442
H 2.219957 -0.279516 1.993074
O 3.196930 -0.300699 1.993876
H -1.976145 2.446525 -3.145144
H -3.436618 2.209109 -2.979066
O -2.804478 2.942040 -3.026887
H -3.458432 -3.021277 -1.877421
H -3.895845 -1.502150 -1.615264
O -4.179339 -2.429407 -1.653004
H 3.918759 -0.983317 0.171487
H 4.728218 0.040192 -0.814730
O 4.672258 -0.824513 -0.405822
H -2.688169 0.722873 2.022278
H -3.432851 -0.355589 1.335191
O -3.184207 -0.085135 2.228288
H -1.199613 -3.703518 -0.237467
H 0.287056 -4.027673 -0.208802
O -0.435519 -3.649980 0.346581
H 1.826212 -4.769489 -0.374891
H 1.921240 -4.618823 -1.871746
O 1.318508 -4.943944 -1.184631
H -2.272075 3.273668 -0.063305
H -2.152976 3.713458 -1.506138
O -1.938492 4.004088 -0.600076
H -0.602539 5.264244 -0.345219
H 0.702340 4.936269 0.436954
O 0.346193 5.484323 -0.266439
H 3.437221 1.753264 -0.149462
H 4.288001 2.946858 -0.478907
O 4.214073 2.244257 0.173393
H 1.582379 3.174992 -1.327496
H 1.497281 1.836753 -1.974966
O 2.166829 2.473121 -1.666579

Forces on atoms 1 to 6 (eV/Å):
-0.3 -1.6 -0.1
0.0 0.8 -1.1
1.3 -0.5 1.8
0.1 -0.8 -1.1
0.2 0.5 -0.1
1.5 1.4 -0.3